1.
C3H7ClNO | the ωB97M-V functional and the def2-TZVPD basis

```
13
C3H7ClNO the ωB97M-V functional and the def2-TZVPD basis
N 1.34 -0.19 -0.28
C 0.02 0.38 -0.10
C -0.76 -0.68 1.19
Cl 0.22 -2.12 1.54
C -0.78 1.02 -1.17
O -0.10 1.71 -0.08
H 2.12 0.53 0.01
H 1.50 -0.45 -1.26
H 1.55 -0.94 0.40
H -1.86 -0.88 0.87
H -0.99 -0.09 2.08
H -0.42 1.05 -2.28
H -1.83 0.67 -0.92
```

Output
charge: +1
SMILES: [NH3+][C@]1(CCl)CO1
energy above the lowest of the compared OMol25 structures with the same formula, charge and spin: 48.7 kcal per mole
spin multiplicity: 1
LUMO energy: -0.135 Ha
calculated total energy: -19274.6118 eV

---

2.
C6H8O6Tl | the ωB97M-V functional and the def2-TZVPD basis

```
21
C6H8O6Tl the ωB97M-V functional and the def2-TZVPD basis
O 2.16 1.39 -0.20
C 1.83 2.23 0.75
O 2.63 3.04 1.18
O 0.60 2.20 1.25
C -0.39 1.36 0.74
C -0.59 0.16 1.25
C -1.69 -0.75 0.80
C -1.23 -2.12 0.37
O -0.28 -2.02 -0.82
C -0.58 -1.56 -1.94
O -1.61 -1.05 -2.35
Tl 4.62 3.69 1.05
H 1.46 0.76 -0.43
H -0.99 1.82 -0.05
H 0.07 -0.19 2.06
H -2.30 -0.28 0.01
H -2.37 -0.95 1.64
H -2.04 -2.76 0.03
H -0.59 -2.62 1.09
O 0.65 -1.54 -2.90
H 0.63 -0.81 -3.55
```

Output
charge: +2
energy above the lowest of the compared OMol25 structures with the same formula, charge and spin: 33.3 kcal per mole
spin multiplicity: 2
LUMO energy (spin up / spin down): -0.318 / -0.502 Ha
calculated total energy: -23309.0434 eV

---

3.
C15H38P | the ωB97M-V functional and the def2-TZVPD basis

```
54
C15H38P the ωB97M-V functional and the def2-TZVPD basis
C 1.93 -1.60 3.29
C 0.92 -0.47 3.24
C -0.26 -0.66 2.07
P -1.82 -1.46 2.86
H 1.99 -2.33 4.21
H 2.62 -1.68 2.33
H 0.99 0.47 3.94
H -0.46 0.34 1.50
H 0.13 -1.43 1.26
H -1.10 -2.74 2.93
H -2.29 -1.73 1.52
H -2.48 -0.18 2.85
H -1.28 -1.20 4.20
H -3.01 -2.09 3.40
C -5.30 -3.61 -3.52
C -4.23 -3.73 -2.44
C -4.16 -2.51 -1.52
C -3.78 -1.19 -2.22
C -2.44 -1.21 -2.96
C -1.25 -1.46 -2.05
H -5.10 -2.77 -4.19
H -5.33 -4.52 -4.12
H -6.29 -3.46 -3.07
H -3.26 -3.92 -2.90
H -4.46 -4.61 -1.82
H -3.45 -2.71 -0.72
H -5.13 -2.37 -1.03
H -3.75 -0.40 -1.46
H -4.57 -0.91 -2.92
H -2.31 -0.24 -3.46
H -2.46 -1.96 -3.76
H -1.19 -0.69 -1.27
H -0.32 -1.43 -2.63
H -1.31 -2.44 -1.57
C 1.92 1.84 -0.53
C 2.98 1.72 0.54
C 3.06 2.95 1.46
C 3.44 4.26 0.77
C 4.77 4.24 0.02
C 5.96 3.99 0.93
H 2.12 2.68 -1.21
H 1.89 0.93 -1.14
H 0.93 1.99 -0.09
H 3.96 1.53 0.08
H 2.76 0.84 1.16
H 3.77 2.74 2.27
H 2.08 3.08 1.95
H 3.46 5.05 1.52
H 2.65 4.54 0.06
H 4.91 5.21 -0.47
H 4.76 3.49 -0.78
H 6.03 4.76 1.71
H 6.89 4.02 0.35
H 5.91 3.02 1.42
```

Output
charge: -1
energy above the lowest of the compared OMol25 structures with the same formula, charge and spin: 41.1 kcal per mole
spin multiplicity: 1
LUMO energy: 0.107 Ha
calculated total energy: -25453.6300 eV

---

4.
C42H96BN5O6S | the ωB97M-V functional and the def2-TZVPD basis

```
151
C42H96BN5O6S the ωB97M-V functional and the def2-TZVPD basis
C -0.47 -0.65 0.23
C -0.01 -1.87 0.48
C 0.05 -2.99 -0.52
C 1.42 -3.50 -1.05
C 1.95 -4.76 -0.32
B 1.02 -6.03 -0.49
O 1.47 -7.03 -1.32
O -0.20 -6.13 0.15
C 2.22 -4.38 1.13
N 2.42 -5.53 2.01
C 1.76 -5.41 3.32
C 0.33 -5.95 3.35
C -0.78 -4.90 3.12
C -1.33 -4.32 4.43
C 3.36 -3.38 1.25
O 4.55 -3.92 0.82
C 5.62 -3.88 1.75
C 6.17 -2.48 2.04
C 7.37 -2.68 2.97
C 6.48 -1.80 0.70
C 7.39 -0.56 0.72
C 8.89 -0.87 0.78
C 6.97 0.48 1.77
O 3.05 -2.15 0.53
S 2.71 -2.27 -1.02
O 2.21 -0.99 -1.42
O 3.82 -2.81 -1.74
H -0.77 0.02 1.02
H -0.54 -0.26 -0.78
H 0.37 -2.06 1.48
H -0.55 -2.67 -1.38
H -0.48 -3.83 -0.07
H 1.33 -3.70 -2.12
H 2.90 -5.03 -0.79
H 0.77 -7.52 -1.76
H -0.88 -6.55 -0.39
H 1.34 -3.85 1.50
H 3.41 -5.67 2.14
H 1.78 -4.37 3.69
H 2.36 -6.00 4.02
H 0.24 -6.78 2.66
H 0.16 -6.35 4.35
H -1.60 -5.38 2.59
H -0.42 -4.07 2.51
H -0.56 -4.22 5.19
H -2.14 -4.95 4.81
H -1.75 -3.33 4.26
H 3.44 -3.07 2.30
H 6.43 -4.46 1.29
H 5.36 -4.41 2.68
H 5.38 -1.91 2.55
H 8.16 -3.20 2.44
H 7.77 -1.74 3.35
H 7.08 -3.28 3.83
H 5.54 -1.49 0.25
H 6.90 -2.54 0.02
H 7.23 -0.07 -0.24
H 9.10 -1.82 0.29
H 9.46 -0.10 0.26
H 9.24 -0.94 1.82
H 7.73 1.26 1.86
H 6.05 0.96 1.44
H 6.76 0.04 2.75
C -3.75 -2.72 1.28
C -4.40 -2.97 2.62
N -4.17 -1.90 3.58
C -4.56 -2.24 4.93
C -6.05 -2.49 5.21
C -4.53 -0.57 3.12
C -5.98 -0.32 2.70
H -2.68 -2.53 1.38
H -3.89 -3.58 0.63
H -4.19 -1.86 0.76
H -3.98 -3.89 3.05
H -5.47 -3.18 2.46
H -4.20 -1.46 5.60
H -4.01 -3.14 5.21
H -6.62 -1.57 5.24
H -6.16 -2.97 6.19
H -6.50 -3.15 4.48
H -3.88 -0.31 2.28
H -4.25 0.13 3.92
H -6.37 -1.13 2.08
H -6.04 0.60 2.11
H -6.65 -0.19 3.56
C -4.49 3.55 -3.48
C -4.69 2.09 -3.10
N -4.13 1.75 -1.80
C -4.09 0.32 -1.55
C -5.42 -0.43 -1.42
C -4.56 2.58 -0.69
C -6.07 2.65 -0.39
H -3.43 3.81 -3.46
H -4.86 3.72 -4.49
H -5.03 4.23 -2.82
H -4.20 1.46 -3.84
H -5.77 1.86 -3.17
H -3.50 0.16 -0.64
H -3.51 -0.13 -2.36
H -5.90 -0.24 -0.46
H -5.23 -1.51 -1.48
H -6.12 -0.19 -2.22
H -4.20 3.60 -0.87
H -4.03 2.24 0.20
H -6.66 2.76 -1.30
H -6.27 3.52 0.24
H -6.42 1.77 0.14
C 5.60 3.68 3.67
C 6.75 4.48 4.27
N 7.96 4.43 3.47
C 9.13 4.96 4.15
C 9.14 6.45 4.50
C 7.81 4.81 2.07
C 7.28 6.21 1.76
H 5.90 2.65 3.50
H 4.75 3.69 4.35
H 5.26 4.10 2.72
H 6.99 4.06 5.25
H 6.40 5.51 4.45
H 10.01 4.72 3.54
H 9.25 4.39 5.07
H 9.33 7.08 3.63
H 9.95 6.65 5.21
H 8.21 6.77 4.97
H 7.15 4.08 1.60
H 8.78 4.67 1.58
H 6.43 6.48 2.40
H 6.93 6.25 0.73
H 8.04 6.98 1.87
C -7.05 4.53 -11.14
C -7.35 3.85 -9.81
N -6.16 3.61 -9.01
C -6.40 2.74 -7.88
C -7.34 3.23 -6.77
C -5.33 4.78 -8.75
C -5.97 5.97 -8.03
H -6.32 3.95 -11.72
H -7.97 4.60 -11.73
H -6.66 5.54 -11.01
H -7.80 2.88 -10.01
H -8.11 4.44 -9.28
H -5.43 2.48 -7.44
H -6.79 1.80 -8.27
H -6.86 3.98 -6.14
H -7.60 2.39 -6.12
H -8.26 3.64 -7.16
H -4.93 5.12 -9.71
H -4.45 4.44 -8.19
H -6.96 6.20 -8.42
H -5.35 6.86 -8.18
H -6.05 5.81 -6.96
```

Output
SMILES: C=CC[C@@H]1[C@H](B(O)O)[C@@H](NCCCC)[C@@H](OC[C@@H](C)CC(C)C)OS1(=O)=O.CCN(CC)CC.CCN(CC)CC.CCN(CC)CC.CCN(CC)CC
spin multiplicity: 1
LUMO energy: 0.001 Ha
calculated total energy: -76358.8049 eV

---

spin multiplicity of number 2 (C6H8O6Tl)?
2

---

Look up the spin multiplicity of the second one.
2